Record 1
{"formula": "C6H13NO2", "method": "wB97M-V/def2-TZVPD", "energy_ha": -441.5167, "largest_force_ev_per_a": 6.35, "total_charge": 0, "e_lumo_ev": 0.811, "homo_energy_ev": -6.63, "homo_lumo_gap_ha": 0.27351, "species": ["C", "C", "C", "C", "C", "C", "N", "O", "O", "H", "H", "H", "H", "H", "H", "H", "H", "H", "H", "H", "H", "H"], "coordinates": [[-0.552, -0.747, 0.258], [1.981, -0.238, 0.278], [0.132, 0.495, 0.336], [-3.411, 0.183, -0.546], [2.894, 0.862, 0.754], [-2.307, 0.449, 0.466], [-0.541, -1.529, -0.875], [2.207, -0.610, -1.072], [-2.515, 1.085, 1.466], [2.331, 0.195, -1.588], [-0.625, -1.322, 1.179], [2.070, -1.150, 0.868], [-0.157, -2.455, -0.757], [-0.196, -1.079, -1.715], [0.082, 1.010, 1.284], [0.197, 1.086, -0.571], [-4.327, 0.727, -0.299], [-3.042, 0.463, -1.534], [-3.600, -0.893, -0.575], [2.757, 1.029, 1.822], [3.952, 0.634, 0.576], [2.668, 1.805, 0.243]]}


Record 2
{"formula": "C6H13NO2", "method": "wB97M-V/def2-TZVPD", "energy_ha": -441.5200, "largest_force_ev_per_a": 0.55, "total_charge": 0, "e_lumo_ev": [0.358, 0.358], "homo_energy_ev": [-7.40, -7.40], "homo_lumo_gap_ha": [0.28507, 0.28506], "species": ["C", "C", "C", "C", "C", "C", "N", "O", "O", "H", "H", "H", "H", "H", "H", "H", "H", "H", "H", "H", "H", "H"], "coordinates": [[-0.507, 0.199, -0.347], [-0.114, -0.495, 0.796], [-0.660, -0.516, -1.652], [-0.837, 1.661, -0.306], [0.146, -1.969, 0.831], [1.762, 0.220, -0.097], [2.220, 1.322, 0.529], [-2.234, -0.572, 0.806], [2.401, -0.513, -0.802], [-2.602, 0.142, 1.345], [-0.033, 0.067, 1.716], [3.184, 1.610, 0.411], [1.612, 1.891, 1.089], [0.242, -1.083, -1.892], [-0.867, 0.179, -2.464], [-1.495, -1.211, -1.558], [-1.860, 1.788, -0.661], [-0.777, 2.072, 0.702], [-0.180, 2.227, -0.971], [0.436, -2.282, 1.833], [0.935, -2.252, 0.133], [-0.772, -2.487, 0.560]]}


Record 3
{"formula": "C6H13NO2", "method": "wB97M-V/def2-TZVPD", "energy_ha": -441.3111, "s2": 0.766, "largest_force_ev_per_a": 3.85, "spin_multiplicity": 2, "total_charge": 1, "e_lumo_ev": [-3.719, -6.597], "homo_energy_ev": [-13.04, -13.08], "homo_lumo_gap_ha": [0.34244, 0.23835], "species": ["O", "C", "C", "C", "C", "C", "N", "C", "H", "H", "H", "H", "H", "H", "H", "H", "H", "H", "H", "H", "H", "O"], "coordinates": [[1.893, 2.119, 0.964], [0.776, 1.783, 1.241], [0.609, 0.725, 2.371], [0.753, -0.682, 1.841], [-0.371, -1.113, 1.026], [-0.250, -1.285, -0.324], [-1.120, -0.891, -1.260], [-2.561, -0.880, -1.240], [-0.143, 2.155, 0.882], [-0.379, 1.075, 2.755], [1.361, 0.981, 3.144], [1.040, -1.298, 2.749], [1.676, -0.645, 1.236], [-1.284, -1.346, 1.557], [0.760, -1.438, -0.743], [-0.798, -0.936, -2.231], [-2.844, -0.757, -0.155], [-3.076, -1.844, -1.521], [-2.972, -0.085, -1.872], [1.195, 0.028, -4.058], [0.202, 1.029, -3.410], [0.594, 0.156, -3.316]]}


Record 4
{"formula": "C6H13NO2S", "method": "wB97M-V/def2-TZVPD", "energy_ha": -839.7253, "largest_force_ev_per_a": 4.99, "total_charge": 0, "e_lumo_ev": 0.830, "homo_energy_ev": -9.31, "homo_lumo_gap_ha": 0.37254, "species": ["C", "C", "C", "C", "C", "C", "N", "O", "O", "S", "H", "H", "H", "H", "H", "H", "H", "H", "H", "H", "H", "H", "H"], "coordinates": [[2.195, -1.002, -0.193], [3.306, -1.990, -0.368], [-1.772, 1.033, -1.404], [-1.524, -0.820, 0.304], [-2.434, 1.277, 1.085], [-1.846, 0.422, 0.035], [2.482, 0.189, 0.083], [1.616, 2.092, -1.081], [2.434, 2.489, 1.223], [1.407, 1.536, 0.265], [1.135, -1.426, -0.356], [3.239, -2.598, 0.471], [3.073, -2.480, -1.317], [4.193, -1.396, -0.351], [-2.097, 0.334, -2.141], [-2.601, 1.717, -1.476], [-0.839, 1.404, -1.452], [3.334, 2.358, 0.797], [-0.952, -1.351, -0.480], [-1.404, -1.425, 1.178], [-2.113, 2.255, 0.913], [-3.532, 1.116, 1.036], [-2.198, 1.049, 2.099]]}


Record 5
{"formula": "C6H13NO3", "method": "wB97M-V/def2-TZVPD", "energy_ha": -516.6098, "largest_force_ev_per_a": 7.57, "smiles": "C[C@H]1NC[C@@H](O)[C@@H](O)[C@H]1O", "total_charge": 0, "e_lumo_ev": 0.324, "homo_energy_ev": -8.71, "homo_lumo_gap_ha": 0.33200, "species": ["C", "C", "N", "C", "C", "O", "C", "O", "C", "O", "H", "H", "H", "H", "H", "H", "H", "H", "H", "H", "H", "H", "H"], "coordinates": [[1.865, 1.218, 0.060], [1.240, -0.243, -0.409], [1.128, -1.320, 0.719], [-0.208, -1.130, 1.442], [-1.489, -1.113, 0.705], [-2.716, -1.055, 1.414], [-1.223, -0.032, -0.615], [-1.715, 1.321, -0.033], [0.121, -0.059, -1.370], [0.569, 1.064, -2.200], [2.778, 1.222, 0.639], [2.174, 1.639, -1.052], [1.086, 1.890, 0.491], [2.128, -0.529, -0.950], [1.902, -1.387, 1.478], [-0.006, -1.459, 2.585], [-0.365, 0.135, 1.467], [-1.721, -1.921, 0.061], [-2.601, -0.127, 2.184], [-1.885, -0.162, -1.290], [-0.678, 1.781, -0.361], [0.000, -0.843, -2.076], [-0.384, 1.108, -2.889]]}


Record 6
{"formula": "C6H13NO3", "method": "wB97M-V/def2-TZVPD", "energy_ha": -516.8596, "largest_force_ev_per_a": 4.79, "smiles": "C[C@H]1CC[C@@H](N)C(=O)O1.O", "total_charge": 0, "e_lumo_ev": 0.649, "homo_energy_ev": -9.77, "homo_lumo_gap_ha": 0.38294, "species": ["C", "C", "C", "C", "C", "N", "C", "O", "O", "H", "H", "H", "H", "H", "H", "H", "H", "H", "H", "H", "O", "H", "H"], "coordinates": [[2.319, -1.252, 0.290], [1.407, -0.054, 0.448], [0.945, 0.540, -0.873], [-0.053, 1.662, -0.630], [-1.333, 1.151, 0.028], [-2.196, 0.444, -0.921], [-1.081, 0.179, 1.184], [-1.740, 0.243, 2.198], [0.278, -0.456, 1.265], [1.754, -2.126, -0.064], [3.100, -1.021, -0.447], [2.798, -1.507, 1.244], [1.923, 0.723, 1.032], [1.827, 0.927, -1.401], [0.498, -0.247, -1.500], [0.401, 2.412, 0.034], [-0.308, 2.169, -1.570], [-1.867, 2.009, 0.465], [-2.636, 1.102, -1.559], [-1.638, -0.185, -1.493], [-1.761, -2.309, 1.049], [-0.647, -2.196, 1.104], [-1.991, -2.209, 0.116]]}


Record 7
{"formula": "C6H13NO4", "method": "wB97M-V/def2-TZVPD", "energy_ha": -591.8378, "largest_force_ev_per_a": 7.60, "total_charge": 0, "e_lumo_ev": -0.365, "homo_energy_ev": -9.17, "homo_lumo_gap_ha": 0.32350, "species": ["C", "C", "C", "C", "C", "C", "H", "H", "H", "H", "H", "H", "H", "H", "H", "H", "H", "H", "H", "N", "O", "O", "O", "O"], "coordinates": [[-2.317, 1.376, -0.267], [-1.235, 0.186, -0.824], [0.625, 1.067, 0.359], [0.996, -0.403, 0.762], [0.066, -1.501, 0.021], [-1.306, -0.930, 0.099], [-1.910, 2.290, 0.538], [-2.467, 2.071, -1.238], [-3.218, 1.011, 0.173], [-1.350, -0.249, -1.850], [0.610, 0.244, -1.585], [-0.044, 1.293, 1.085], [1.456, 2.601, -0.204], [1.217, -0.885, 1.827], [2.331, 0.514, -0.149], [0.003, -2.346, 0.668], [1.587, -1.904, -1.369], [-2.216, -1.466, -0.395], [-1.918, 0.433, 1.738], [-0.014, 1.003, -0.985], [1.750, 1.952, 0.438], [2.212, -0.561, 0.109], [0.568, -1.577, -1.248], [-1.401, -0.989, 1.546]]}


Record 8
{"formula": "C6H13NP", "method": "wB97M-V/def2-TZVPD", "energy_ha": -632.1577, "largest_force_ev_per_a": 2.65, "total_charge": 1, "e_lumo_ev": -5.338, "homo_energy_ev": -12.46, "homo_lumo_gap_ha": 0.26154, "species": ["C", "C", "C", "C", "C", "C", "N", "P", "H", "H", "H", "H", "H", "H", "H", "H", "H", "H", "H", "H", "H"], "coordinates": [[3.553, 0.511, 1.363], [-3.200, 0.743, 1.085], [3.240, 0.084, -0.053], [-2.886, -0.402, 0.510], [2.105, 0.520, -0.512], [-1.988, -0.561, -0.652], [-1.758, 0.486, -1.387], [-1.065, -2.124, -0.936], [4.249, 1.440, 1.329], [2.555, 0.524, 1.831], [-3.860, 0.788, 1.932], [-2.918, 1.760, 0.858], [4.066, -0.484, -0.601], [-3.166, -1.415, 0.927], [1.428, 1.239, 0.056], [1.924, 0.462, -1.567], [4.101, -0.335, 1.833], [-2.103, 1.392, -1.103], [-1.130, 0.540, -2.252], [-2.074, -2.865, -0.319], [-1.073, -2.301, -2.341]]}


Record 9
{"formula": "C6H13O", "method": "wB97M-V/def2-TZVPD", "energy_ha": -311.6321, "largest_force_ev_per_a": 1.46, "smiles": "CC(C)CCC[O-]", "total_charge": -1, "e_lumo_ev": 3.928, "homo_energy_ev": -2.19, "homo_lumo_gap_ha": 0.22493, "species": ["C", "C", "C", "C", "C", "C", "O", "H", "H", "H", "H", "H", "H", "H", "H", "H", "H", "H", "H", "H"], "coordinates": [[2.202, -0.165, -0.575], [0.822, 0.032, 0.074], [0.862, 1.262, 0.975], [-0.272, 0.010, -0.997], [-1.682, 0.059, -0.380], [-2.009, -1.144, 0.545], [-1.493, -1.030, 1.778], [2.216, -1.009, -1.271], [3.007, -0.382, 0.137], [2.499, 0.731, -1.134], [0.647, -0.817, 0.732], [-0.131, 1.462, 1.380], [1.221, 2.156, 0.453], [1.493, 1.038, 1.834], [-0.192, 0.916, -1.620], [-0.142, -0.923, -1.548], [-2.456, 0.170, -1.159], [-1.774, 0.926, 0.275], [-3.137, -1.235, 0.534], [-1.678, -2.058, -0.033]]}


Record 10
{"formula": "C6H13O2", "method": "wB97M-V/def2-TZVPD", "energy_ha": -386.9106, "largest_force_ev_per_a": 3.01, "total_charge": -1, "e_lumo_ev": 3.669, "homo_energy_ev": -3.99, "homo_lumo_gap_ha": 0.28136, "species": ["C", "C", "C", "H", "H", "H", "H", "H", "H", "H", "H", "C", "C", "C", "O", "O", "H", "H", "H", "H", "H"], "coordinates": [[0.684, -0.881, -1.184], [0.566, 0.387, -2.030], [-0.521, -1.792, -1.386], [1.536, -1.538, -1.464], [0.796, -0.575, -0.151], [-0.466, 0.737, -2.088], [0.708, 0.158, -3.120], [-0.736, -1.946, -2.490], [-0.422, -2.868, -1.196], [1.487, 0.974, -1.933], [-1.524, -1.482, -0.974], [-0.496, 1.259, 1.915], [-0.761, -0.230, 1.996], [0.875, 1.848, 1.458], [1.889, 1.228, 1.849], [0.790, 2.930, 0.827], [-1.143, 1.733, 1.181], [-0.770, 1.782, 2.828], [0.236, -0.605, 1.776], [-1.508, -0.577, 1.255], [-1.221, -0.542, 2.931]]}


Record 11
{"formula": "C6H13O2", "method": "wB97M-V/def2-TZVPD", "energy_ha": -386.8802, "largest_force_ev_per_a": 4.56, "total_charge": -1, "e_lumo_ev": 3.848, "homo_energy_ev": -3.67, "homo_lumo_gap_ha": 0.27620, "species": ["C", "C", "C", "H", "H", "H", "H", "H", "H", "H", "H", "C", "C", "C", "O", "O", "H", "H", "H", "H", "H"], "coordinates": [[0.305, -0.330, -2.083], [1.675, -0.269, -1.521], [-0.652, -1.384, -1.418], [-0.270, 0.682, -2.011], [0.352, -0.547, -3.095], [2.252, -1.201, -1.793], [1.674, -0.325, -0.319], [-0.103, -2.296, -1.263], [-1.114, -1.079, -0.543], [2.039, 0.780, -1.517], [-1.371, -1.651, -2.057], [-1.031, 0.865, 1.678], [-0.345, -0.311, 2.474], [-0.095, 1.914, 0.955], [1.117, 1.996, 1.007], [-0.903, 2.749, 0.470], [-1.679, 0.351, 0.910], [-1.500, 1.635, 2.428], [0.214, -0.801, 1.712], [-1.108, -0.812, 2.937], [0.541, 0.033, 3.048]]}